# 1
# C11H14LaN2OP

A structure of composition C11H14LaN2OP at a distorted geometry (the ωB97M-V functional and the def2-TZVPD basis, OMol25).

Properties
- ΔE to the lowest compared entry with this formula, charge and spin (kcal/mol) = 4.59
- largest force on an atom (eV/A) = 3.02
- HOMO energy (spin up / spin down) (Ha) = -0.212 / -0.212
- Kohn-Sham gap (spin up / spin down) (eV) = 4.2 / 4.2

CARTESIAN COORDINATES (ANGSTROEM)
H (0.7019, 1.0832, -2.2047)
H (2.3791, -0.0377, 2.5841)
H (-2.1106, 2.2294, -5.4514)
C (-1.0353, -0.0186, 0.7891)
N (-0.6411, -1.0075, 4.9632)
C (0.2617, 1.5940, -3.0732)
H (-1.9119, -0.6148, 2.6669)
N (0.1654, 0.0563, 0.0728)
C (0.2506, -0.4446, 2.7616)
C (0.4012, -1.1633, 4.0811)
H (0.0176, 3.8732, -5.5278)
C (1.4112, -0.0246, 2.0784)
H (1.7340, 3.1836, -3.5727)
H (1.6814, -3.5937, 0.1974)
H (-1.9624, 0.2625, 0.2429)
H (-0.4827, -1.3634, 5.8949)
C (1.3310, 0.3297, 0.7593)
P (0.3724, -3.1568, 0.5929)
C (-1.2534, 2.1868, -4.7804)
O (1.3476, -1.9107, 4.3060)
C (-0.9897, -0.3499, 2.1460)
H (-0.2157, -4.4623, 0.4898)
C (0.7841, 2.6938, -3.7844)
C (-0.1255, 3.0587, -4.8208)
H (-1.2628, -0.2151, 4.8829)
H (2.1505, 0.6976, 0.1522)
La (-0.7734, -1.3330, -1.2616)
H (-1.7751, 0.4522, -3.4315)
H (0.6366, -3.2598, 1.9802)
C (-1.0869, 1.2548, -3.7333)

Atomic partial charges in e from the Mulliken method, atoms 1 to 4: atom 1 (H): -0.132, atom 2 (H): 0.363, atom 3 (H): 0.354, atom 4 (C): -0.400

=====

# 2
# C11H14N2

A cluster of 2 separate species, C11H14N2 in total at a distorted geometry (the ωB97M-V functional and the def2-TZVPD basis, OMol25).

Properties
- ΔE to the lowest compared entry with this formula, charge and spin (kcal/mol) = 10.76
- largest force on an atom (eV/A) = 1.65
- HOMO energy (Ha) = -0.322
- Kohn-Sham gap (eV) = 9.5

CARTESIAN COORDINATES (ANGSTROEM)
C (2.1079, -2.4209, 1.0706)
N (1.0037, -0.6803, 2.4598)
C (-0.4555, 2.3500, -1.6417)
H (3.3159, 0.3164, 0.3273)
H (1.5857, -2.6940, 0.1891)
C (1.1315, 0.5876, 2.6656)
H (1.7330, -3.0218, 1.8814)
H (3.1694, -2.5255, 0.8483)
H (0.7118, 1.1980, 3.4498)
H (-0.0027, 0.3302, 0.3464)
C (-2.2859, 0.7209, -2.1551)
H (0.0373, 2.3511, -2.6268)
H (-1.1914, -1.6263, 0.6645)
C (-1.4565, -1.0038, -0.1646)
N (2.0842, 1.1624, 1.8592)
H (-3.8858, -0.6670, -2.4328)
C (-2.5575, -1.3604, -0.9211)
H (1.9237, 2.1456, 1.7066)
C (-1.1556, 1.0489, -1.4064)
H (-3.1770, -2.2181, -0.7055)
H (-1.1047, 3.2246, -1.6722)
C (-2.9479, -0.4607, -1.9178)
H (-2.5758, 1.4201, -2.9208)
H (0.3997, 2.4534, -0.9689)
C (1.8497, -0.9726, 1.3932)
C (-0.7952, 0.2016, -0.3742)
C (2.5380, 0.1406, 1.0462)

Atomic partial charges in e from the Mulliken method, atoms 1 to 4: atom 1 (C): -1.383, atom 2 (N): -0.548, atom 3 (C): -1.353, atom 4 (H): 0.419

=====

# 3
# C11H14N2

A cluster of 2 separate species, C11H14N2 in total at a distorted geometry (the ωB97M-V functional and the def2-TZVPD basis, OMol25).

Properties
- ΔE to the lowest compared entry with this formula, charge and spin (kcal/mol) = 2.30
- largest force on an atom (eV/A) = 1.54
- HOMO energy (Ha) = -0.316
- Kohn-Sham gap (eV) = 9.4

CARTESIAN COORDINATES (ANGSTROEM)
C (-2.8252, -1.5450, -0.7486)
C (2.6252, 1.2738, -0.0176)
H (-2.5137, -2.8263, -2.4323)
N (-1.9924, -3.0695, 0.6674)
H (-2.6160, -1.4759, 2.6741)
C (3.9633, 0.6047, 0.1333)
H (-0.4809, 0.4298, -0.9585)
C (1.5119, 0.5207, -0.3961)
C (0.1532, 2.4778, -0.3745)
H (3.3104, 3.2544, 0.4958)
C (0.2728, 1.1204, -0.6140)
H (1.1265, 4.3174, 0.1578)
H (3.9598, -0.1273, 0.9420)
N (-2.3942, -2.6399, -1.4501)
H (-1.5712, -4.5071, -0.8549)
H (4.1998, 0.0695, -0.7914)
C (-1.9346, -3.5393, -0.5490)
H (1.6575, -0.5512, -0.4801)
H (-3.1128, -0.6139, -1.2025)
H (-1.9853, -0.1375, 1.7084)
C (2.4836, 2.6340, 0.1845)
H (4.7528, 1.3317, 0.3043)
C (-2.5426, -1.8201, 0.5571)
H (-0.8137, 2.9681, -0.4683)
C (-2.7454, -0.9310, 1.7405)
H (-3.7246, -0.4642, 1.7522)
C (1.2357, 3.2458, 0.0208)

Atomic partial charges in e from the Mulliken method, atoms 1 to 4: atom 1 (C): -0.695, atom 2 (C): 0.731, atom 3 (H): 0.187, atom 4 (N): -0.673

=====

# 4
# C11H14N2

A cluster of 2 separate species, C11H14N2 in total at a distorted geometry (the ωB97M-V functional and the def2-TZVPD basis, OMol25).

Properties
- ΔE to the lowest compared entry with this formula, charge and spin (kcal/mol) = 2.25
- largest force on an atom (eV/A) = 1.31
- HOMO energy (Ha) = -0.309
- Kohn-Sham gap (eV) = 9.3

CARTESIAN COORDINATES (ANGSTROEM)
C (-1.7133, 1.2320, -2.9731)
H (-0.0832, -2.0798, 2.7943)
C (1.4560, 0.9857, 1.0554)
C (2.2073, -0.1589, 1.2140)
H (2.1684, -2.1891, 1.8734)
H (0.2444, -2.1814, -0.6899)
H (-2.0369, 0.0973, 3.6717)
C (-0.6700, 0.2801, -2.4984)
H (1.8600, 1.8381, 0.5265)
H (1.3050, 0.8329, -3.3989)
H (-2.5630, 1.1855, -2.2979)
H (-0.3829, 2.0036, 1.4593)
H (-2.3871, -0.8604, 2.2274)
C (0.1501, -1.3212, -1.3298)
C (0.6576, 0.2181, -2.8006)
N (-0.9651, -0.6842, -1.5693)
C (-1.8529, 0.0148, 2.5957)
N (1.1588, -0.8349, -2.0801)
H (-2.3366, 0.9054, 2.1889)
H (3.2499, -0.2049, 0.9239)
H (2.1230, -1.1124, -2.0505)
C (0.1744, 1.0871, 1.5912)
H (-1.3741, 2.2704, -2.8572)
C (0.3318, -1.1962, 2.3237)
H (-1.9815, 1.1238, -4.0214)
C (-0.3968, -0.0174, 2.2075)
C (1.6568, -1.2341, 1.9142)

Atomic partial charges in e from the Mulliken method, atoms 1 to 4: atom 1 (C): -1.161, atom 2 (H): 0.366, atom 3 (C): -0.309, atom 4 (C): -0.585